# 1
{"formula": "C26H24N3OSSiTi", "method": "ωB97M-V with the def2-TZVPD basis set", "fmax_ev_per_a": 2.9, "energy_ev": -75699.6377, "total_charge": -1, "e_above_lowest_ev": 1.143, "gap_ha": [0.2091, 0.2074], "elements": ["H", "H", "C", "O", "H", "H", "C", "H", "C", "H", "H", "C", "C", "H", "H", "C", "N", "C", "H", "C", "H", "H", "N", "C", "C", "C", "N", "Ti", "H", "C", "C", "C", "H", "C", "C", "H", "H", "C", "H", "C", "H", "C", "C", "H", "H", "C", "C", "S", "Si", "C", "C", "H", "H", "H", "C", "C", "H"], "positions_angstrom": [[-2.289, 2.222, 1.878], [-2.089, -2.634, 2.890], [-1.634, 5.007, 0.948], [1.194, 0.429, -1.639], [2.017, 2.396, 1.628], [3.725, -3.587, -3.926], [-1.488, 6.295, 0.449], [-1.389, 2.030, 4.193], [2.425, 2.323, 3.724], [2.360, -0.832, 1.707], [1.334, -3.822, -3.371], [1.397, -1.247, 1.979], [0.848, -0.975, 3.228], [-2.431, 4.798, 1.655], [4.914, -1.460, -3.399], [3.163, -0.532, -2.551], [-4.447, -0.553, -1.131], [-3.102, -0.362, -1.450], [3.656, 0.405, -2.315], [-0.252, -2.030, -2.228], [-4.604, -1.310, -0.486], [-4.939, 0.295, -0.910], [-0.978, -1.062, -1.556], [-0.779, 3.971, 0.562], [3.864, -1.576, -3.159], [1.582, 2.324, 2.622], [-2.308, -1.363, -1.286], [-0.523, 0.729, -0.983], [0.097, 2.013, 6.160], [1.895, 2.207, 5.004], [-0.316, 2.113, 4.053], [-0.471, 6.583, -0.454], [-2.168, 7.078, 0.765], [1.114, -1.855, -2.520], [0.391, 5.572, -0.856], [1.378, -0.340, 3.930], [-0.759, -2.938, -2.518], [1.857, -2.900, -3.143], [-0.356, 7.586, -0.845], [0.520, 2.102, 5.166], [1.117, -2.244, 0.091], [1.826, -0.646, -2.229], [0.229, 4.285, -0.357], [2.549, 2.199, 5.867], [-0.840, -1.247, 4.521], [3.195, -2.767, -3.454], [-0.402, -1.480, 3.557], [-2.648, 1.238, -2.052], [-0.942, 2.185, 1.227], [0.700, -2.032, 1.067], [0.193, 2.220, 2.757], [-1.110, -3.104, 0.664], [1.181, 5.784, -1.567], [3.497, 2.404, 3.588], [-1.104, -2.257, 2.640], [-0.553, -2.534, 1.396], [0.908, 3.507, -0.699]]}

---

# 2
{"formula": "C26H24N7O7SeSiV", "method": "ωB97M-V with the def2-TZVPD basis set", "fmax_ev_per_a": 0.8, "energy_ev": -151005.1233, "total_charge": 2, "e_above_lowest_ev": 0.000, "gap_ha": [0.2313, 0.2327], "elements": ["H", "N", "H", "H", "C", "C", "O", "C", "H", "C", "C", "O", "O", "H", "H", "C", "H", "H", "C", "C", "H", "O", "Si", "Se", "C", "C", "C", "N", "H", "V", "C", "H", "N", "C", "C", "N", "H", "N", "H", "C", "H", "C", "H", "O", "H", "H", "C", "H", "N", "C", "C", "H", "O", "O", "H", "C", "H", "C", "C", "C", "C", "H", "C", "H", "C", "N", "H"], "positions_angstrom": [[-2.847, -2.290, 4.186], [-2.894, -2.589, -1.884], [-3.299, 4.365, -1.880], [-1.653, 4.485, 2.214], [3.568, 2.387, 1.090], [-0.606, -5.328, -0.852], [2.325, -3.156, 0.967], [1.456, 1.358, 1.746], [-0.478, 6.083, -0.323], [-1.501, 3.543, 1.676], [-0.691, -2.550, -0.768], [1.716, -1.360, -0.018], [-3.986, -2.994, -1.584], [-3.689, 5.153, -0.352], [1.112, -1.194, 2.972], [1.668, 1.696, 3.076], [-0.530, 3.151, 1.976], [-3.988, 3.427, -0.544], [0.463, -4.652, -0.314], [0.412, -3.266, -0.283], [0.601, -1.167, -5.468], [-2.648, -1.643, -2.609], [-1.598, 3.926, -0.138], [-1.025, 1.911, -1.375], [-0.813, -1.849, 3.675], [2.953, 0.550, -3.741], [2.823, 2.396, 3.389], [2.805, 1.229, -1.432], [-0.515, -1.011, -3.252], [0.166, 0.231, -0.517], [-1.882, 0.100, 1.997], [0.712, 4.784, -0.399], [-0.558, -6.808, -0.899], [0.038, -1.062, 2.918], [2.262, 0.585, -2.550], [2.029, 1.190, -0.468], [-2.274, 0.853, 1.353], [1.554, -2.562, 0.276], [-2.554, -5.240, -1.757], [-1.736, -3.303, -1.319], [0.943, 1.437, 3.835], [-2.189, -1.670, 3.593], [3.002, 2.680, 4.417], [-1.515, -7.360, -1.381], [-0.402, -2.603, 4.333], [4.652, 3.286, 2.697], [-1.722, -4.679, -1.352], [-0.275, 5.177, -1.820], [0.347, 0.681, 1.234], [0.473, -0.596, -3.416], [2.405, 1.693, 0.781], [-3.794, -0.561, 2.701], [0.433, -7.329, -0.451], [-0.823, -1.238, -0.654], [2.855, -0.140, -5.773], [2.352, -0.095, -4.816], [1.320, -5.189, 0.070], [1.102, -0.669, -4.650], [-2.722, -0.699, 2.758], [-0.507, -0.086, 2.082], [3.763, 2.742, 2.412], [3.924, 1.018, -3.807], [-0.281, 5.087, -0.734], [4.286, 2.628, 0.318], [-3.298, 4.232, -0.798], [1.052, 0.018, -2.379], [-2.279, 2.860, 2.012]]}

---

# 3
{"formula": "C26H25Cr2N5O3", "method": "ωB97M-V with the def2-TZVPD basis set", "fmax_ev_per_a": 13.8, "energy_ev": -97795.0786, "spin_multiplicity": 10, "total_charge": 1, "gap_ha": [0.1445, 0.2753], "elements": ["C", "H", "H", "C", "C", "C", "C", "C", "C", "H", "H", "H", "H", "N", "C", "C", "C", "C", "O", "N", "N", "N", "C", "H", "H", "H", "C", "H", "C", "H", "C", "H", "H", "C", "H", "C", "C", "C", "C", "Cr", "H", "H", "N", "H", "H", "H", "H", "H", "H", "C", "C", "C", "H", "C", "C", "H", "O", "Cr", "H", "C", "O"], "positions_angstrom": [[-0.280, -2.915, -2.942], [-5.313, -3.500, 5.204], [0.079, 4.009, -3.447], [3.289, 1.675, -1.404], [-1.334, 1.808, -1.287], [4.562, 2.265, -1.269], [5.386, 0.585, 0.035], [-0.215, 1.878, -3.749], [2.939, 3.548, 2.220], [-3.018, -3.593, -5.473], [-0.379, -0.235, -3.718], [1.847, 0.315, 2.336], [0.603, -4.748, -3.605], [0.632, 1.973, 2.378], [-2.333, -2.272, -3.821], [-0.119, -3.982, -3.845], [-4.867, -1.655, 4.422], [1.680, 4.126, 2.193], [-0.093, -1.078, 2.226], [5.613, 1.768, -0.598], [-2.640, -1.076, 3.738], [-1.421, -2.201, -2.819], [-0.307, 3.081, -3.052], [-5.804, -1.192, 4.693], [4.100, -1.137, 0.379], [2.477, 2.190, -1.895], [-0.988, 3.057, -1.863], [2.092, -0.005, -0.753], [1.871, 1.394, 2.315], [4.043, 1.663, 2.066], [-3.153, -3.308, 4.623], [-0.419, 3.737, 2.448], [1.685, 5.200, 2.079], [3.049, 0.491, -0.690], [6.235, 0.135, 0.527], [-1.151, -4.245, -4.714], [-2.349, -2.398, 4.055], [-4.538, -2.922, 4.723], [0.564, 3.311, 2.315], [-2.000, -1.399, -0.904], [-1.043, -5.097, -5.368], [-3.200, -1.635, -3.918], [-1.135, 0.582, -1.857], [-2.737, -4.283, 4.826], [-0.010, 1.865, -4.810], [-1.851, 1.811, -0.339], [-1.285, -2.569, 3.988], [0.511, -2.699, -2.240], [-1.111, 3.981, -1.318], [-0.507, 0.646, -3.107], [-2.259, -3.376, -4.735], [-0.443, -1.060, 1.125], [-4.213, 0.298, 3.827], [3.067, 2.107, 2.198], [4.176, -0.157, -0.070], [4.782, 3.197, -1.768], [-1.501, -0.491, 0.924], [-1.294, 0.552, 2.888], [3.787, 4.192, 2.401], [-3.901, -0.716, 4.023], [0.143, -1.495, 0.205]]}